The following is a quantum chemistry calculation of 2 unconnected molecules or ions with the total composition C10H16O at a distorted geometry, from the OMol25 dataset.

```
27
Properties=species:S:1:pos:R:3:forces:R:3:mulliken_spin:R:1
O 2.437 1.638 2.430 -0.88 -0.24 0.58 0.131
C 1.615 -0.873 -0.018 -0.04 -0.20 0.60 0.034
C -0.467 -1.077 -1.431 -0.37 -0.16 -0.32 0.055
C -3.884 -0.309 -1.068 -0.44 -0.35 0.02 0.000
C 0.027 0.997 -0.102 0.28 0.47 -0.44 0.047
C 0.376 -0.332 -0.474 0.81 -0.35 -0.46 0.205
C 1.768 0.962 1.512 1.42 0.83 -1.19 0.269
C 0.150 -2.042 -2.449 0.41 -0.44 0.14 0.015
C -3.381 0.063 0.315 0.16 -0.33 0.70 0.004
C 0.738 1.674 0.835 0.03 -0.35 0.13 0.075
C 2.339 -0.221 0.928 -0.95 0.17 0.98 0.099
H -0.689 1.516 -0.725 -0.28 -0.06 0.25 -0.001
H -4.192 0.536 -1.685 0.26 0.15 0.14 0.000
H 1.952 -1.839 -0.358 0.01 -0.04 -0.34 -0.002
H 1.207 -1.808 -2.580 -0.04 -0.21 -0.29 0.000
H 2.796 1.063 3.124 0.49 0.04 -0.22 -0.003
H -3.218 -0.942 -1.653 0.12 0.12 0.07 0.001
H -4.787 -0.894 -0.925 -0.20 -0.16 -0.11 0.000
H 0.025 -3.109 -2.250 0.29 0.15 0.65 -0.001
H 3.286 -0.539 1.339 0.03 -0.35 -0.15 0.001
H -1.174 -1.622 -0.783 -0.24 0.19 -0.18 0.058
H -3.178 -0.795 0.967 -0.05 -0.35 -0.43 0.000
H -4.163 0.570 0.883 0.21 0.47 -0.21 0.000
H -0.361 -1.976 -3.402 0.03 0.56 -0.20 0.002
H -2.441 0.615 0.348 -0.28 0.41 -0.16 0.003
H 0.632 2.730 1.053 -0.31 -0.11 0.12 -0.001
H -1.016 -0.346 -2.016 -0.47 0.15 0.31 0.007
```
Forces are in eV/Å.

## Properties
Net charge = +1
Multiplicity = 2
HOMO-LUMO gap (alpha / beta) = 9.907 / 7.070 eV
Lowest unoccupied orbital energy (alpha / beta) = -4.0 / -7.4 eV
Energy above the lowest of the compared OMol25 structures with the same formula, charge and spin = 74.7 kJ/mol
HOMO level (alpha / beta) = -13.907 / -14.505 eV

---

The following is a quantum chemistry calculation of a molecular structure, C11H38Ca3O29P2S4 at a distorted geometry, from the OMol25 dataset.

```
87
Properties=species:S:1:pos:R:3:forces:R:3:mulliken_charge:R:1
Ca 1.757 0.311 -3.535 -1.06 -0.58 -2.34 0.885
Ca -1.295 0.746 -1.224 0.08 -0.10 -1.91 1.615
Ca 1.078 -3.633 -3.059 -0.26 1.78 -0.82 1.253
S -1.426 -1.633 -3.475 0.66 5.33 -1.13 1.623
S 0.975 -0.965 -0.626 2.69 -1.21 -3.40 -0.586
S 2.159 -1.999 -5.339 0.04 4.26 -2.77 1.265
S 0.295 2.554 -3.996 -1.63 0.25 -6.53 0.567
P 0.180 3.853 0.201 0.60 -0.45 0.14 -0.059
P -3.765 1.052 1.696 5.79 1.78 1.39 -0.137
O 0.733 4.126 1.740 1.48 0.71 -3.86 -0.302
O 3.303 -2.332 -6.122 1.73 -0.33 -1.46 -0.707
O -1.892 -1.611 -4.786 -3.57 -1.04 -3.62 -0.696
O -0.326 -0.991 -0.109 -5.23 -0.22 2.99 0.537
O -2.327 -0.919 -2.509 -0.79 -0.93 1.17 -0.969
O 2.472 -3.330 2.136 1.32 0.07 -0.58 -0.613
O 1.759 2.540 -3.897 2.87 2.14 1.73 -0.848
O -0.262 2.049 -2.781 -1.75 0.25 4.87 -1.142
O -0.242 -0.797 -3.541 2.22 0.46 2.11 -0.548
O 4.319 0.017 -0.273 1.83 0.67 0.07 -0.457
O 0.085 1.492 -4.959 -0.57 -0.88 -1.24 -0.514
O 1.058 0.241 -1.471 0.94 0.43 1.96 1.181
O 1.256 -3.090 -5.285 -3.35 -4.73 0.26 -0.842
O 1.263 -0.357 2.941 -1.36 0.28 1.20 -0.466
O 1.932 -0.961 0.454 1.73 0.25 1.85 0.381
O 1.167 -2.152 -1.448 0.94 -0.42 0.39 0.379
O 1.453 4.210 -0.767 -2.40 -0.68 2.79 -0.394
O -2.731 0.882 0.600 -2.41 0.39 2.33 0.620
O -2.001 -2.984 1.159 0.66 -0.51 0.89 -0.700
O 0.568 -4.788 -0.876 0.11 0.10 0.62 -0.032
O -0.524 2.518 0.093 1.40 2.86 0.66 0.589
O -1.044 -2.960 -3.106 0.31 -4.61 2.55 -0.945
O -5.104 0.450 1.482 -3.15 -1.08 -0.40 -0.291
O -0.336 3.778 -4.502 0.75 0.78 1.54 -0.802
O -0.825 5.104 0.044 0.38 -2.66 1.51 -0.214
O -4.222 2.524 2.108 0.28 -1.58 -0.82 -0.384
O 1.464 -0.744 -5.681 0.89 -0.46 -1.11 -0.627
O 2.541 -1.760 -3.964 2.21 -0.67 5.18 -1.091
O -3.279 0.515 3.189 -0.70 0.63 -1.88 -0.355
C -2.631 -3.519 0.045 -2.16 -0.54 -0.71 -0.326
C -5.187 -0.951 1.420 -1.70 -1.35 -0.20 -0.704
C 0.770 -6.024 -0.269 0.32 -2.22 -0.34 -0.769
C 1.344 -3.650 2.851 -0.89 0.05 0.61 -0.276
C -0.031 3.960 2.854 -1.09 -1.94 0.92 -0.109
C 2.519 3.233 -0.956 0.23 0.08 -1.60 -0.047
C -2.062 -0.180 3.416 1.12 -1.05 -0.86 -0.231
C -0.525 6.243 -0.650 -0.16 1.85 -1.83 -0.841
C 5.417 -0.365 0.570 -0.60 -0.29 -0.58 -0.669
C -3.858 3.654 1.369 0.68 1.93 0.08 -0.556
C 2.363 0.488 3.062 0.54 -0.12 -0.63 -0.536
H -3.538 -2.952 -0.166 0.11 0.58 -0.59 0.033
H 3.412 3.398 -0.353 -0.45 0.27 0.48 0.311
H -3.210 4.205 2.051 -0.22 0.62 -0.12 0.222
H 1.127 -4.710 2.715 -0.24 -0.10 0.03 0.208
H 2.745 3.454 -1.999 0.35 -0.46 0.00 0.284
H 1.326 -0.711 2.051 -0.13 -0.05 -0.76 0.067
H 5.794 -1.343 0.271 -0.29 -0.42 0.16 0.259
H -1.212 7.044 -0.377 -0.44 -0.25 0.12 0.221
H -1.457 -0.317 2.520 -0.10 0.55 -0.34 -0.198
H 2.183 2.196 -0.931 -0.27 0.19 0.33 -0.350
H 0.448 6.703 -0.477 0.37 -0.64 -0.02 0.303
H 2.477 1.107 2.172 0.20 0.00 -0.29 0.065
H 1.727 -6.451 -0.568 0.09 0.20 -0.30 0.297
H -0.417 4.865 3.325 0.31 0.22 -0.14 0.252
H -0.129 -4.392 -0.348 -0.18 0.93 -0.29 -0.034
H -1.390 0.298 4.128 -0.52 0.21 0.19 0.276
H 2.297 1.211 3.875 -0.20 -0.45 0.43 0.317
H -0.003 -6.714 -0.606 -0.12 -0.30 -0.10 0.308
H -1.377 -2.298 0.911 0.27 0.49 -0.62 0.060
H -3.264 3.597 0.457 -0.03 -1.13 -0.05 0.169
H 6.306 0.254 0.448 -0.33 0.69 -0.19 0.272
H -0.862 3.309 2.581 -0.47 -0.02 0.37 -0.204
H 3.470 -0.143 0.144 -0.34 -0.51 0.32 0.139
H -4.753 4.217 1.103 -0.03 0.05 0.27 0.357
H 0.782 -6.140 0.815 -0.14 1.07 0.23 0.156
H -2.253 -1.222 3.673 -0.35 0.12 0.57 0.346
H 5.154 -0.373 1.628 -0.07 -0.06 0.05 0.191
H -2.125 -3.705 -0.902 0.70 0.69 0.10 -0.053
H -4.272 -1.451 1.736 0.00 -0.10 -0.46 0.239
H 1.481 -3.453 3.914 0.00 -0.08 0.32 0.312
H 3.205 -0.199 3.149 0.78 0.64 0.31 0.225
H 2.322 -2.479 1.717 0.19 0.22 -0.51 0.302
H -3.109 -4.471 0.276 0.46 -0.50 0.66 0.450
H 0.501 -3.035 2.539 -0.32 -0.25 -0.05 -0.094
H -6.018 -1.265 2.052 0.25 0.12 0.64 0.326
H -5.608 -1.205 0.448 0.98 -0.20 -0.35 0.318
H 0.599 3.351 3.501 -0.26 0.32 0.72 0.169
H -0.697 5.973 -1.692 0.46 0.67 -0.33 0.371
```
Forces are in eV/Å.

## Properties
Net charge = -2
HOMO-LUMO gap = 5.651 eV
Lowest unoccupied orbital energy = 3.6 eV
HOMO level = -2.063 eV